#a
Below is one molecule with the formula C3H4N2OS, with properties calculated with ωB97M-V/def2-TZVPD.

```
11
C3H4N2OS ωB97M-V/def2-TZVPD
S 0.3868 -1.8862 -1.7339
N -0.7510 -0.8831 -0.9306
C -0.2529 0.0180 -0.1392
C -1.1422 0.9967 0.4815
N -0.5563 1.8001 1.2563
O 0.7717 1.4313 1.4284
C 1.0700 0.1971 0.5821
H -0.5624 -2.6786 -2.3970
H -2.0809 1.2746 0.1975
H 1.2319 -0.6490 1.3187
H 1.8855 0.3792 -0.0637
```

**Kohn-Sham gap**: 9.00 eV
**LUMO energy**: 0.1 eV

=====

#b
Below is C3H4N2OS as an isolated structure, with properties calculated with ωB97M-V/def2-TZVPD.

```
11
C3H4N2OS ωB97M-V/def2-TZVPD
C 2.0878 -0.7841 0.2747
C 0.3334 0.2505 -0.0133
C -1.6149 0.6858 -0.4562
N 0.8297 -1.0233 0.0370
N 1.1792 1.2220 0.0728
O 2.3472 0.4909 0.3971
S -2.5193 -0.1202 0.7876
H 2.8472 -1.4923 0.1938
H -1.7995 1.7382 -0.2451
H -1.4909 0.2714 -1.3991
H -2.1998 -1.2388 0.3508
```

**Kohn-Sham gap**: 9.98 eV
**LUMO energy**: 0.9 eV

=====

#c
Below is one molecule with the formula C3H4N2OS, with properties calculated with ωB97M-V/def2-TZVPD.

```
11
C3H4N2OS ωB97M-V/def2-TZVPD
H -3.5275 -0.9123 0.0010
N -2.4879 -1.0254 -0.0029
C -1.9373 0.1231 0.0023
N -0.5371 0.2730 0.0004
C -0.0433 1.5976 0.0054
O 1.1051 1.9250 -0.0050
C 0.2653 -0.8717 -0.0068
S 1.8667 -0.9983 0.0017
H -2.4640 1.0808 -0.0011
H -0.8675 2.3378 0.0102
H -0.3826 -1.7602 0.0160
```

**Kohn-Sham gap**: 8.26 eV
**LUMO energy**: -0.4 eV

=====

#d
Below is one molecule with the formula C3H4N2OS, with properties calculated with ωB97M-V/def2-TZVPD.

```
11
C3H4N2OS ωB97M-V/def2-TZVPD
H 0.3559 2.7049 -0.0112
N -0.3812 1.9970 -0.0112
C 0.0945 0.8214 0.0212
O 1.4132 0.4284 0.0072
C 1.4482 -0.9531 0.0103
C 0.2092 -1.4326 -0.0122
N -0.6477 -0.3391 0.0362
S -2.3562 -0.3475 0.0023
H 2.4241 -1.4216 -0.0222
H -0.1529 -2.4530 -0.0284
H -2.4070 0.9951 0.0080
```

**Kohn-Sham gap**: 8.74 eV
**LUMO energy**: 0.8 eV

=====

Short version: #c is the most stable of them.

=====

#a
Below is one molecule with the formula C3H4N2OS, with properties calculated with ωB97M-V/def2-TZVPD.

```
11
C3H4N2OS ωB97M-V/def2-TZVPD
N 1.3000 -0.3713 -1.2676
C 0.1704 -0.0866 -0.5444
O -1.0694 -0.3266 -1.0693
C -1.9108 -0.1171 -0.0504
N -1.4141 0.2882 1.0290
C -0.0252 0.3038 0.7269
S 1.1965 0.9606 1.7885
H 1.2916 -0.1259 -2.2180
H 2.1756 -0.1788 -0.7909
H -2.9395 -0.2681 -0.2851
H 1.2248 -0.0781 2.6814
```

**Kohn-Sham gap**: 9.18 eV
**LUMO energy**: 0.8 eV

=====

#b
Below is one molecule with the formula C3H4N2OS, with properties calculated with ωB97M-V/def2-TZVPD.

```
11
C3H4N2OS ωB97M-V/def2-TZVPD
N -2.7555 -0.5662 0.0838
C -1.4431 -0.2376 -0.0026
C -0.2937 -0.9702 -0.0024
C 0.7988 -0.0377 0.0060
S 2.4211 -0.2704 0.0014
O 0.2666 1.2209 -0.0015
N -1.1273 1.1162 -0.1046
H -2.9438 -1.5388 -0.0540
H -3.3978 0.0230 -0.4347
H -0.1870 -2.0348 -0.0024
H -1.5347 1.7337 0.6201
```

**Kohn-Sham gap**: 8.59 eV
**LUMO energy**: 0.4 eV

=====

Short version: #a is the most stable of them.

=====

#a
Below is a 2-piece molecular cluster, CH4NO2Si overall, with properties calculated with ωB97M-V/def2-TZVPD.

```
9
CH4NO2Si ωB97M-V/def2-TZVPD
C 1.0398 0.6633 -0.6182
N 0.0511 0.4723 2.0708
O -0.1606 1.4752 2.7573
O -0.1226 -0.6799 2.4744
Si -0.3302 -0.3010 -1.3548
H 1.7860 0.0149 -0.1298
H 0.1317 -0.6134 -2.7412
H -1.5136 0.5615 -1.5593
H -0.8815 -1.5929 -0.8992
```

**Kohn-Sham gap (alpha / beta)**: 6.62 / 6.61 eV
**Total charge**: -1
**LUMO energy (alpha / beta)**: 3.0 / 3.0 eV

=====

#b
Below is a 2-piece molecular cluster, CH4NO2Si overall, with properties calculated with ωB97M-V/def2-TZVPD.

```
9
CH4NO2Si ωB97M-V/def2-TZVPD
C -1.6947 0.0052 -0.1587
N -0.3624 -0.3576 -0.4917
O -2.5828 -0.6396 0.2433
O -1.5719 1.1736 -0.6246
Si 1.0534 0.3141 0.1612
H 0.5248 -2.1818 0.0547
H 2.4271 -0.0740 -0.5711
H 1.3224 -0.0026 1.6394
H 0.8840 1.7627 -0.2523
```

**Kohn-Sham gap**: 7.43 eV
**Total charge**: -1
**LUMO energy**: 3.3 eV

=====

#c
Below is a 3-piece molecular cluster, CH4NO2Si overall, with properties calculated with ωB97M-V/def2-TZVPD.

```
9
CH4NO2Si ωB97M-V/def2-TZVPD
C -0.6404 2.1618 -0.5387
N 0.2166 -0.8983 -0.4157
O -0.2285 2.0813 -1.7059
O -1.1896 3.0251 0.2025
Si -0.1913 0.5048 0.2333
H 0.7096 -0.9471 -1.3218
H 0.7064 -2.7105 0.7106
H 0.9735 -3.3653 1.1756
H -0.3563 0.1481 1.6601
```

**Kohn-Sham gap**: 8.24 eV
**Total charge**: -1
**LUMO energy**: 4.2 eV

=====

#d
Below is an isolated ion of composition CH4NO2Si and charge -1, with properties calculated with ωB97M-V/def2-TZVPD.

```
9
CH4NO2Si ωB97M-V/def2-TZVPD
N -0.8612 1.2966 0.3939
Si -0.4966 -0.4375 0.3084
C 1.1909 -0.6887 -0.5488
O 1.0949 -1.0249 -1.7552
O 2.1801 -0.4812 0.1659
H -0.9432 1.6168 -0.5623
H -0.0093 1.7306 0.7271
H -0.5438 -0.9376 1.7158
H -1.6118 -1.0741 -0.4448
```

**Kohn-Sham gap**: 7.53 eV
**Total charge**: -1
**LUMO energy**: 4.2 eV

=====

Short version: #d is the most stable of them.

=====

#a
Below is an isolated ion of composition C5H13N2O and charge +1, with properties calculated with ωB97M-V/def2-TZVPD.

```
21
C5H13N2O ωB97M-V/def2-TZVPD
N 0.5350 2.9954 -1.3328
C 0.3054 2.2089 -0.2236
C 0.0016 0.9147 -0.1849
N -0.0912 0.0738 -1.3953
C -0.3481 0.1920 1.0772
C 0.5098 -1.0678 1.3831
C -0.2320 -2.3725 1.2262
O -0.6455 -2.4971 -0.1464
H 0.3747 2.6113 -2.2385
H 0.9845 3.8862 -1.2235
H 0.2247 2.7947 0.6422
H 0.8444 -0.1158 -1.7499
H -0.5083 -0.8552 -1.1211
H -0.6209 0.5160 -2.1363
H -1.3747 -0.1640 0.9818
H -0.3597 0.7885 1.9893
H 1.2929 -1.0982 0.6103
H 1.1244 -1.0677 2.2710
H -1.1335 -2.3655 1.8233
H 0.3278 -3.2264 1.5651
H -1.1738 -3.2896 -0.2707
```

**Kohn-Sham gap**: 9.37 eV
**Total charge**: +1
**LUMO energy**: -3.2 eV

=====

#b
Below is a 2-piece molecular cluster, C5H13N2O overall, with properties calculated with ωB97M-V/def2-TZVPD.

```
21
C5H13N2O ωB97M-V/def2-TZVPD
C 2.1113 0.5517 -0.5946
C 0.8020 0.9554 -1.3083
C -0.3525 1.2301 -0.4032
C -1.4888 0.5082 -0.4543
N -2.3960 0.3926 0.5478
C -3.1887 1.0959 1.2215
N 1.7066 -0.4729 0.4342
H 2.7885 0.0185 -1.2541
H 2.4806 1.4515 -0.0962
H 1.1075 1.8079 -1.9344
H 0.4724 0.1637 -1.9958
H -0.1276 2.0476 0.2716
H -1.6663 -0.1446 -1.3073
H -3.4198 2.1503 1.0596
H -3.7808 0.5384 1.9458
H 1.4556 -1.3664 -0.0354
H 0.8415 -0.2767 0.9490
H 2.4189 -0.6638 1.1382
H -0.5025 -2.8762 0.9002
H 0.3535 -4.0144 0.3176
O 0.3845 -3.0965 0.5981
```

**Kohn-Sham gap**: 9.06 eV
**Total charge**: +1
**LUMO energy**: -3.0 eV

=====

Short version: #a is the most stable of them.

=====

#a
Below is an isolated ion of composition C5H13N2O and charge +1, with properties calculated with ωB97M-V/def2-TZVPD.

```
21
C5H13N2O ωB97M-V/def2-TZVPD
C 0.6297 -0.9847 -1.3844
C 0.5660 -1.3241 0.1197
N -0.8395 -1.8631 0.4016
C 0.8572 -0.1425 1.0453
C 0.6601 1.2593 0.5143
C -0.8000 1.3994 0.0232
N -1.1103 2.6408 -0.3805
O -1.6090 0.4839 0.1104
H 1.6819 -0.8165 -1.6058
H 0.0052 -0.1464 -1.6616
H 0.2656 -1.8543 -1.9354
H 1.2706 -2.1428 0.2480
H -1.0445 -1.6380 1.3625
H -1.4510 -1.1510 -0.0354
H -0.9042 -2.8400 0.1231
H 0.1771 -0.2484 1.9006
H 1.8159 -0.2987 1.5359
H 0.8236 1.9945 1.2994
H 1.3532 1.4864 -0.2992
H -1.9495 2.8310 -0.9137
H -0.3980 3.3553 -0.4680
```

**Kohn-Sham gap**: 11.72 eV
**Total charge**: +1
**LUMO energy**: -2.8 eV

=====

#b
Below is an isolated ion of composition C5H13N2O and charge +1, with properties calculated with ωB97M-V/def2-TZVPD.

```
21
C5H13N2O ωB97M-V/def2-TZVPD
N -2.4468 -2.3281 2.0325
C -1.7079 -1.1878 1.7931
C -1.0591 -0.9231 0.6689
C -0.1991 0.2981 0.5144
C 0.6017 0.4484 -0.7854
N 0.1617 1.7119 -1.6132
C 2.1149 0.6575 -0.5417
O 2.7021 0.6840 -1.8419
H -2.2957 -3.1388 1.4594
H -2.9246 -2.4598 2.9015
H -1.9948 -0.4622 2.5596
H -1.0714 -1.6574 -0.1493
H -0.7930 1.2119 0.6480
H 0.5938 0.1835 1.2655
H 0.4946 -0.3327 -1.5417
H 0.4924 2.5291 -1.1009
H -0.8551 1.6683 -1.5786
H 0.6761 1.6725 -2.4964
H 2.4344 -0.0417 0.2523
H 2.3701 1.6630 -0.2192
H 2.7056 -0.1967 -2.2270
```

**Kohn-Sham gap**: 8.05 eV
**Total charge**: +1
**LUMO energy**: -3.2 eV

=====

Short version: #a is the most stable of them.

=====

#a
Below is an isolated ion of composition C5H13N2O and charge +1, with properties calculated with ωB97M-V/def2-TZVPD.

```
21
C5H13N2O ωB97M-V/def2-TZVPD
N -0.9804 1.8108 -0.3907
C -0.7932 0.7453 0.4691
C -1.7985 -0.0219 0.9018
N -3.2288 0.0595 0.3957
C 0.5931 0.2335 0.6305
C 0.8962 -0.6880 -0.6498
C 2.1865 -1.4590 -0.6503
O 3.2402 -0.5039 -0.4815
H -0.2383 2.4822 -0.3939
H -1.8903 2.2489 -0.3784
H -1.6968 -0.9582 1.4262
H -3.7844 -0.3694 1.1402
H -3.5054 0.9902 0.1090
H -3.3264 -0.6865 -0.2947
H 1.3339 1.0199 0.7996
H 0.7638 -0.4026 1.4929
H 0.9131 0.1294 -1.3778
H 0.0430 -1.3592 -0.7002
H 2.2057 -2.2444 0.1117
H 2.2861 -1.9689 -1.6120
H 3.9887 -0.8284 -0.9827
```

**Kohn-Sham gap**: 9.38 eV
**Total charge**: +1
**LUMO energy**: -3.7 eV

=====

#b
Below is an isolated ion of composition C5H13N2O and charge +1, with properties calculated with ωB97M-V/def2-TZVPD.

```
21
C5H13N2O ωB97M-V/def2-TZVPD
H 1.4607 -1.4341 2.0508
N 1.9658 -1.2070 1.1197
C 1.7045 -0.1711 0.4553
C 2.4488 0.0906 -0.7964
C 0.3877 0.7035 0.6029
C -0.9728 0.3259 -0.0443
C -0.9904 -1.1315 -0.5647
N -2.2449 0.5450 0.7912
O -1.3281 1.1105 -1.1021
H 1.8738 -0.5269 -1.4744
H 3.4730 -0.3435 -0.7077
H 2.3877 1.1166 -1.0207
H 0.3350 0.9361 1.7146
H 0.5339 1.7274 0.1355
H 0.0303 -1.3816 -0.8236
H -1.3358 -1.9946 0.1578
H -1.5789 -1.2814 -1.3744
H -3.0148 -0.0242 0.3591
H -2.3346 1.6253 0.6950
H -2.0581 0.2153 1.7025
H -0.7429 1.0998 -1.8761
```

**Kohn-Sham gap**: 9.55 eV
**Total charge**: +1
**LUMO energy**: -3.6 eV

=====

Short version: #a is the most stable of them.

=====

#a
Below is an isolated ion of composition C2H5N4 and charge +1, with properties calculated with ωB97M-V/def2-TZVPD.

```
11
C2H5N4 ωB97M-V/def2-TZVPD
C 1.2881 -0.4049 0.0800
C -0.8818 0.1382 -0.5520
N -0.8651 0.6303 0.7727
N 0.0294 0.4314 1.5140
N 0.4597 0.6203 2.6299
N 0.4453 -0.4393 -0.8343
H 2.3473 -0.7541 0.1859
H -1.8184 -0.6390 -0.6973
H -1.0562 0.9225 -1.1614
H 0.3531 1.3689 3.2832
H 0.4067 -0.7977 -1.8159
```

**Kohn-Sham gap**: 9.12 eV
**Total charge**: +1
**LUMO energy**: -5.2 eV

=====

#b
Below is C2H5N4 as an isolated structure, with properties calculated with ωB97M-V/def2-TZVPD.

```
11
C2H5N4 ωB97M-V/def2-TZVPD
C 1.5613 0.0858 -0.0113
C -1.1406 0.1946 0.0812
N 2.3228 -0.9132 0.1182
N -0.2550 -1.5442 -0.1202
N 0.2384 -0.3208 -0.0185
N -1.4679 -1.2020 -0.0122
H 1.7901 1.0347 -0.4436
H -1.0603 0.5858 1.1388
H -1.6956 0.9192 -0.5827
H 3.3501 -0.7125 0.0402
H -2.3246 -1.7496 -0.1071
```

**Kohn-Sham gap**: 9.83 eV
**Total charge**: +1
**LUMO energy**: -5.5 eV

=====

Short version: #b is the most stable of them.

=====

#a
Below is C8H20LiNO7 as an isolated structure, with properties calculated with ωB97M-V/def2-TZVPD.

```
37
C8H20LiNO7 ωB97M-V/def2-TZVPD
Li 0.4641 -0.0316 -0.0982
N 2.4979 0.7580 -1.4378
O 1.6121 0.0117 -1.9669
O 3.2591 1.4418 -2.1381
O 2.5352 0.7756 -0.1807
C 2.3043 -2.1419 0.5817
O 0.8807 -2.0387 0.5098
C 0.2908 -2.8485 -0.4877
C -1.1734 -2.4476 -0.6223
O -1.3026 -1.0451 -0.5292
C -2.4797 -0.5287 -1.1201
H 2.8068 -1.8452 -0.3404
H 2.5475 -3.1839 0.8145
H 2.6132 -1.4440 1.3540
H 0.3474 -3.8983 -0.1838
H 0.8130 -2.6892 -1.4356
H -1.7723 -2.9641 0.1379
H -1.5567 -2.8110 -1.5814
H -2.8907 0.2618 -0.4905
H -3.2313 -1.3081 -1.2623
H -2.2580 -0.0715 -2.0910
C -0.5918 -0.0132 2.8790
O -0.2189 0.6509 1.7005
C -0.6175 2.0157 1.7194
C -0.1232 2.6745 0.4520
O -0.4924 1.8355 -0.6183
C -0.2039 2.4423 -1.8847
H -0.2389 -1.0369 2.8317
H -1.6702 0.0425 3.0800
H -0.1786 0.4805 3.7709
H -0.2144 2.5330 2.5957
H -1.7130 2.0400 1.7373
H 0.9425 2.9183 0.4513
H -0.6588 3.6376 0.4172
H -0.1047 1.6622 -2.6310
H 0.7527 2.9743 -1.8547
H -0.9762 3.1912 -2.0782
```

**Kohn-Sham gap**: 9.17 eV
**LUMO energy**: 0.4 eV

=====

#b
Below is C8H20LiNO7 as an isolated structure, with properties calculated with ωB97M-V/def2-TZVPD.

```
37
C8H20LiNO7 ωB97M-V/def2-TZVPD
Li 0.0853 -0.4248 0.1169
N 1.0539 -2.5100 1.4172
O 0.5566 -1.7491 2.1903
O 0.9128 -2.2956 0.2199
O 1.5933 -3.5288 1.8617
C -0.5276 2.4556 1.0402
O -0.8779 1.0841 0.9911
C -2.3022 0.9299 1.1353
C -2.5560 -0.5587 1.0320
O -1.7834 -1.0364 -0.0615
C -2.2362 -2.1471 -0.7114
H 0.5066 2.6565 1.3199
H -1.0542 2.9194 1.8742
H -0.7722 2.9453 0.0976
H -2.8343 1.4341 0.3285
H -2.6797 1.2381 2.1103
H -3.5902 -0.8675 0.8798
H -2.2527 -1.1005 1.9278
H -3.1852 -1.9201 -1.1970
H -2.4081 -3.0523 -0.1290
H -1.4755 -2.5392 -1.3865
C -0.3274 -0.3542 -3.0097
O 0.3161 0.1995 -1.8235
C 1.6933 0.5958 -1.9512
C 2.3556 1.0639 -0.5986
O 2.0224 0.2761 0.5675
C 2.7109 0.7697 1.7266
H -0.0679 0.3375 -3.8112
H -1.3985 -0.3303 -2.8091
H 0.0068 -1.3254 -3.3744
H 1.8954 1.3495 -2.7123
H 2.2455 -0.2768 -2.3002
H 2.1170 2.0867 -0.3072
H 3.4255 1.1403 -0.7923
H 2.6935 -0.0120 2.4860
H 2.3792 1.6884 2.2104
H 3.7593 0.8585 1.4420
```

**Kohn-Sham gap**: 8.03 eV
**LUMO energy**: 0.2 eV

=====

Short version: #a is the most stable of them.